C32H76N6O13S3 | ωB97M-V with the def2-TZVPD basis set

Net charge: 0
HOMO energy (Ha): -0.3099
Kohn-Sham gap (hartree): 0.3090
Spin multiplicity: 1
Energy above the lowest of the compared OMol25 structures with the same formula, charge and spin (kJ/mol): 251.98

Bonds (Å) are listed after each position.
Cartesian coordinates (Å):
1 C -6.389 -1.104 -7.812  S2 1.868, H5 1.090, H6 1.090, H7 1.090
2 S -6.770 -2.653 -6.840  C1 1.868, O3 1.511, C4 1.840
3 O -5.426 -3.140 -6.351  S2 1.511
4 C -7.637 -1.943 -5.381  S2 1.840, H8 1.090, H9 1.090, H10 1.090
5 H -5.909 -0.382 -7.151  C1 1.090
6 H -7.207 -0.588 -8.315  C1 1.090
7 H -5.598 -1.288 -8.540  C1 1.090
8 H -8.448 -1.301 -5.724  C4 1.090
9 H -6.882 -1.408 -4.804  C4 1.090
10 H -8.044 -2.731 -4.747  C4 1.090
11 C 6.659 -6.241 -0.972  S12 1.850, H15 1.090, H16 1.090, H17 1.090
12 S 5.785 -7.848 -1.249  C11 1.850, O13 1.534, C14 1.872
13 O 6.653 -8.868 -0.502  S12 1.534
14 C 4.178 -7.514 -0.350  S12 1.872, H18 1.090, H19 1.090, H20 1.090
15 H 7.695 -6.331 -1.298  C11 1.090
16 H 6.766 -5.942 0.071  C11 1.090
17 H 6.299 -5.456 -1.637  C11 1.090
18 H 3.895 -8.506 0.004  C14 1.090
19 H 3.526 -7.143 -1.141  C14 1.090
20 H 4.340 -6.843 0.493  C14 1.090
21 C 1.270 -3.028 -7.197  S22 1.845, H25 1.090, H26 1.090, H27 1.090
22 S 2.432 -2.462 -8.515  C21 1.845, O23 1.532, C24 1.773
23 O 3.362 -3.671 -8.662  S22 1.532
24 C 1.283 -2.532 -9.864  S22 1.773, H28 1.090, H29 1.090, H30 1.090
25 H 1.889 -3.277 -6.335  C21 1.090
26 H 0.715 -3.912 -7.509  C21 1.090
27 H 0.547 -2.282 -6.870  C21 1.090
28 H 0.426 -3.089 -9.485  C24 1.090
29 H 1.822 -3.001 -10.687  C24 1.090
30 H 0.846 -1.569 -10.129  C24 1.090
31 C -4.702 -8.600 0.751  O32 1.242, N33 1.350, H36 1.101
32 O -3.529 -8.270 0.511  C31 1.242
33 N -5.793 -8.199 0.064  C31 1.350, C34 1.474, C35 1.488
34 C -7.111 -8.676 0.521  N33 1.474, H37 1.090, H38 1.090, H39 1.090
35 C -5.740 -7.248 -1.080  N33 1.488, H40 1.090, H41 1.090, H42 1.090
36 H -5.047 -9.147 1.641  C31 1.101
37 H -7.715 -7.894 0.982  C34 1.090
38 H -6.991 -9.497 1.227  C34 1.090
39 H -7.624 -9.079 -0.352  C34 1.090
40 H -6.036 -6.235 -0.807  C35 1.090
41 H -4.731 -7.134 -1.478  C35 1.090
42 H -6.284 -7.720 -1.897  C35 1.090
43 C 1.184 -0.015 -1.024  O44 1.215, N45 1.299, H48 1.101
44 O 2.149 -0.716 -0.788  C43 1.215
45 N -0.031 -0.451 -0.886  C43 1.299, C46 1.510, C47 1.464
46 C -0.464 -1.855 -0.536  N45 1.510, H49 1.090, H50 1.090, H51 1.090
47 C -1.184 0.450 -0.825  N45 1.464, H52 1.090, H53 1.090, H54 1.090
48 H 1.170 1.055 -1.284  C43 1.101
49 H -1.286 -2.275 -1.115  C46 1.090
50 H -0.958 -1.885 0.436  C46 1.090
51 H 0.426 -2.481 -0.480  C46 1.090
52 H -0.928 1.502 -0.953  C47 1.090
53 H -1.910 0.289 -1.622  C47 1.090
54 H -1.600 0.448 0.182  C47 1.090
55 C 0.047 -3.707 5.784  O56 1.198, N57 1.351, H60 1.101
56 O 1.163 -3.617 6.212  C55 1.198
57 N -0.987 -2.929 6.173  C55 1.351, C58 1.511, C59 1.459
58 C -2.365 -3.403 5.774  N57 1.511, H61 1.090, H62 1.090, H63 1.090
59 C -0.863 -1.733 7.000  N57 1.459, H64 1.090, H65 1.090, H66 1.090
60 H -0.232 -4.598 5.202  C55 1.101
61 H -2.813 -2.782 4.999  C58 1.090
62 H -2.991 -3.391 6.666  C58 1.090
63 H -2.376 -4.379 5.289  C58 1.090
64 H 0.172 -1.433 7.166  C59 1.090
65 H -1.385 -0.909 6.512  C59 1.090
66 H -1.432 -1.865 7.920  C59 1.090
67 C -9.430 0.826 2.675  O68 1.253, N69 1.351, H72 1.101
68 O -8.405 0.567 2.002  C67 1.253
69 N -9.330 1.243 3.956  C67 1.351, C70 1.500, C71 1.443
70 C -10.565 1.845 4.557  N69 1.500, H73 1.090, H74 1.090, H75 1.090
71 C -8.097 1.441 4.680  N69 1.443, H76 1.090, H77 1.090, H78 1.090
72 H -10.435 0.921 2.234  C67 1.101
73 H -10.895 1.365 5.478  C70 1.090
74 H -11.372 1.769 3.828  C70 1.090
75 H -10.386 2.895 4.789  C70 1.090
76 H -8.015 0.832 5.581  C71 1.090
77 H -7.180 1.322 4.104  C71 1.090
78 H -8.110 2.507 4.907  C71 1.090
79 C 7.172 -0.954 4.877  O80 1.195, N81 1.351, H84 1.101
80 O 8.033 -1.711 5.213  C79 1.195
81 N 7.079 0.290 5.398  C79 1.351, C82 1.502, C83 1.491
82 C 5.876 1.069 4.949  N81 1.502, H85 1.090, H86 1.090, H87 1.090
83 C 7.995 0.904 6.401  N81 1.491, H88 1.090, H89 1.090, H90 1.090
84 H 6.427 -1.179 4.099  C79 1.101
85 H 5.569 0.966 3.908  C82 1.090
86 H 6.252 2.091 4.910  C82 1.090
87 H 5.050 0.999 5.657  C82 1.090
88 H 7.482 0.701 7.341  C83 1.090
89 H 8.970 0.418 6.446  C83 1.090
90 H 8.167 1.978 6.334  C83 1.090
91 C -5.505 5.792 -1.698  O92 1.266, N93 1.297, H96 1.101
92 O -4.607 5.870 -2.588  C91 1.266
93 N -5.619 6.710 -0.790  C91 1.297, C94 1.426, C95 1.533
94 C -6.517 6.635 0.315  N93 1.426, H97 1.090, H98 1.090, H99 1.090
95 C -4.839 8.029 -0.752  N93 1.533, H100 1.090, H101 1.090, H102 1.090
96 H -6.222 4.973 -1.530  C91 1.101
97 H -7.351 7.325 0.188  C94 1.090
98 H -6.024 6.960 1.232  C94 1.090
99 H -7.070 5.708 0.463  C94 1.090
100 H -5.446 8.932 -0.683  C95 1.090
101 H -4.041 8.105 -0.012  C95 1.090
102 H -4.243 8.136 -1.658  C95 1.090
103 O 10.607 5.433 1.928  C104 1.261
104 C 9.600 5.338 1.174  O103 1.261, O105 1.332, C108 1.478
105 O 9.324 4.300 0.386  C104 1.332, C106 1.409
106 C 10.333 3.335 0.196  O105 1.409, C107 1.529, H109 1.090, H110 1.090
107 C 9.986 2.277 -0.852  C106 1.529, H111 1.090, H112 1.090, H113 1.090
108 C 8.675 6.455 0.887  C104 1.478, H114 1.090, H115 1.090, H116 1.090
109 H 10.345 2.807 1.149  C106 1.090
110 H 11.333 3.739 0.034  C106 1.090
111 H 9.923 2.683 -1.861  C107 1.090
112 H 9.042 1.832 -0.538  C107 1.090
113 H 10.782 1.532 -0.835  C107 1.090
114 H 7.601 6.310 0.998  C108 1.090
115 H 9.000 6.812 -0.090  C108 1.090
116 H 8.893 7.273 1.574  C108 1.090
117 O 4.463 7.697 -2.832  C118 1.221
118 C 4.106 6.569 -2.532  O117 1.221, O119 1.320, C122 1.536
119 O 3.285 6.163 -1.581  C118 1.320, C120 1.452
120 C 2.526 7.088 -0.759  O119 1.452, C121 1.559, H123 1.090, H124 1.090
121 C 2.198 6.279 0.533  C120 1.559, H125 1.090, H126 1.090, H127 1.090
122 C 4.721 5.305 -3.151  C118 1.536, H128 1.090, H129 1.090, H130 1.090
123 H 1.697 7.534 -1.309  C120 1.090
124 H 3.174 7.924 -0.497  C120 1.090
125 H 1.991 5.220 0.379  C121 1.090
126 H 1.332 6.675 1.063  C121 1.090
127 H 3.038 6.471 1.200  C121 1.090
128 H 3.949 5.023 -3.867  C122 1.090
129 H 4.759 4.551 -2.364  C122 1.090
130 H 5.673 5.523 -3.633  C122 1.090